# C33H40AsBrI2N6O3RuSeSi2

C33H40AsBrI2N6O3RuSeSi2 as an isolated structure (ωB97M-V/def2-TZVPD, OMol25).

**LUMO (alpha / beta)**: -3.957 / -3.965 eV
**Relative energy (zero: lowest compared OMol25 entry of this formula, charge and spin)**: 24.3 kcal/mol
**Total charge**: +1
**2S+1**: 2
**Electronic energy**: -10316.12144 Ha

Positions of all 90 atoms, in Å:
Ru (0.1207, 0.1066, 0.0031)
O (3.5718, -4.5368, 4.2055)
N (2.3872, -4.7656, 4.0861)
O (1.8102, -5.7156, 4.5614)
C (1.5624, -3.8030, 3.2956)
C (0.2274, -4.0370, 3.3326)
C (-0.6735, -3.2193, 2.5845)
C (-2.0671, -3.4325, 2.5610)
C (-2.8546, -2.6127, 1.7927)
C (-2.2467, -1.5830, 1.0598)
N (-0.9366, -1.3674, 1.0818)
C (-0.1467, -2.1669, 1.8327)
C (1.2694, -1.8939, 1.8322)
N (1.6715, -0.8182, 1.1018)
C (2.9646, -0.5596, 1.0297)
C (3.9245, -1.3431, 1.6721)
C (3.5361, -2.4135, 2.4346)
C (2.1597, -2.7181, 2.5421)
H (-0.1512, -4.8541, 3.9286)
H (-2.4979, -4.2323, 3.1481)
H (-3.9271, -2.7384, 1.7377)
H (-2.8233, -0.9111, 0.4348)
H (3.2448, 0.3016, 0.4420)
H (4.9697, -1.0934, 1.5622)
H (4.2669, -3.0141, 2.9445)
Se (-3.5812, 2.5155, -2.2286)
C (-2.3699, 1.4477, -1.4837)
N (-1.5570, 0.7622, -0.9893)
C (3.4155, 3.4115, 0.9612)
Si (3.4208, 2.8611, -0.8216)
C (3.5548, 4.3406, -1.9589)
C (4.8450, 1.6679, -1.1419)
As (1.3088, 1.8455, -1.2359)
Si (1.0712, 1.7903, -3.6042)
C (0.6432, 3.5076, -4.2000)
C (-0.3177, 0.6002, -4.0031)
C (2.7437, 1.2325, -4.2475)
H (4.3786, 3.8427, 1.2428)
H (3.2025, 2.5843, 1.6435)
H (2.6519, 4.1649, 1.1182)
H (4.3871, 4.9684, -1.6338)
H (2.6493, 4.9469, -1.9379)
H (3.7446, 4.0486, -2.9919)
H (5.6875, 2.2360, -1.5409)
H (4.6014, 0.8917, -1.8676)
H (5.1828, 1.1874, -0.2231)
H (-0.3093, 3.8209, -3.7684)
H (0.5333, 3.5089, -5.2867)
H (1.4006, 4.2463, -3.9414)
H (-1.2537, 1.1500, -4.1137)
H (-0.4572, -0.1384, -3.2133)
H (-0.1098, 0.0727, -4.9357)
H (3.4588, 2.0558, -4.2274)
H (2.6614, 0.8842, -5.2789)
H (3.1463, 0.4150, -3.6518)
N (-0.6486, 1.3813, 1.4786)
C (-0.0724, 2.5520, 2.0710)
C (-0.1456, 3.7536, 1.3823)
C (0.3331, 4.9070, 1.9806)
C (0.9056, 4.8577, 3.2438)
C (0.9928, 3.6472, 3.9142)
C (0.4980, 2.4893, 3.3313)
H (-0.9525, 0.7174, 2.1820)
H (-1.4635, 1.6351, 0.9181)
H (-0.6074, 3.7873, 0.4020)
H (0.2555, 5.8501, 1.4564)
H (1.2762, 5.7614, 3.7070)
H (1.4302, 3.6031, 4.9017)
H (0.5454, 1.5455, 3.8621)
N (-0.8782, -3.3996, -1.5818)
C (0.2592, -2.7251, -1.8081)
O (0.5034, -1.6353, -1.3114)
C (1.2097, -3.4327, -2.7458)
I (3.1305, -2.5708, -2.8254)
H (-1.6300, -2.9611, -1.0740)
H (-1.0644, -4.2750, -2.0399)
H (0.7974, -3.4146, -3.7532)
H (1.3370, -4.4684, -2.4385)
Br (-6.8298, 0.3925, -2.0382)
C (-6.9462, -1.0663, -0.8587)
C (-8.0288, -1.1350, 0.0113)
C (-8.1582, -2.1989, 0.8854)
C (-7.2054, -3.2077, 0.8984)
C (-6.1253, -3.1436, 0.0348)
C (-5.9907, -2.0735, -0.8438)
I (-4.3478, -2.0447, -2.1234)
H (-8.7690, -0.3479, -0.0101)
H (-9.0100, -2.2434, 1.5489)
H (-7.3079, -4.0492, 1.5696)
H (-5.3882, -3.9351, 0.0270)

Cartesian forces, eV/Å:
-0.395 -0.815 0.203
-0.034 -0.059 0.066
-0.119 0.160 -0.078
0.095 -0.032 0.028
-0.268 -0.207 0.058
0.375 0.199 -0.089
0.026 -0.010 0.031
0.128 0.097 -0.067
0.100 0.054 -0.017
0.122 0.060 0.125
-0.201 0.027 -0.150
-0.006 -0.092 0.105
-0.061 -0.031 0.001
-0.032 0.160 -0.019
-0.087 0.022 0.054
-0.097 -0.037 0.029
-0.043 0.047 -0.063
-0.033 -0.054 0.021
0.020 -0.040 -0.019
0.003 -0.044 0.008
0.002 0.023 0.006
-0.005 -0.004 -0.023
-0.015 -0.035 -0.034
0.021 0.006 0.018
0.013 -0.012 0.001
0.246 -0.122 0.069
0.004 -0.010 0.046
-0.102 0.048 -0.156
0.153 -0.189 -0.026
-0.120 0.135 0.006
0.012 -0.076 0.045
-0.106 0.006 -0.043
0.346 -0.324 -0.179
-0.112 0.162 0.061
-0.013 -0.068 0.005
0.153 -0.072 0.021
-0.086 0.027 0.009
0.045 -0.014 -0.024
0.003 0.013 0.005
-0.106 0.120 0.042
0.040 0.019 0.002
-0.021 0.026 0.028
-0.010 -0.009 -0.026
0.043 0.017 0.009
-0.012 0.000 -0.011
0.022 -0.014 0.035
-0.024 0.007 -0.005
-0.016 -0.012 -0.034
0.037 0.003 0.018
-0.035 -0.009 0.015
0.025 0.005 -0.021
0.000 0.027 -0.086
0.027 0.014 0.000
-0.011 0.017 -0.044
-0.007 -0.050 -0.025
-0.032 -0.052 -0.311
0.066 0.119 0.076
-0.107 0.012 0.055
0.014 0.057 -0.024
0.001 0.001 0.036
0.015 0.022 -0.007
0.059 -0.006 -0.064
-0.052 0.270 0.249
-0.117 0.172 0.292
-0.032 0.012 -0.009
-0.004 0.016 -0.005
0.006 0.015 0.008
0.022 0.002 0.026
-0.010 -0.030 0.013
-0.049 -0.050 0.089
-0.087 0.103 0.058
0.428 0.301 -0.383
0.080 -0.073 0.000
0.089 0.037 0.070
-0.098 0.052 -0.042
-0.032 0.016 -0.017
0.006 0.015 0.005
-0.038 -0.011 -0.044
-0.061 0.016 0.026
-0.041 0.022 -0.033
-0.008 0.031 -0.007
0.017 -0.014 0.000
-0.009 0.009 0.008
0.001 -0.009 0.005
0.022 -0.077 0.073
0.100 0.005 -0.078
-0.007 0.006 -0.005
-0.020 0.003 0.026
-0.003 -0.018 0.011
0.001 -0.036 -0.027